No. 1
Below is C4H4FNO in the gas phase in a non-equilibrium geometry, with properties calculated with ωB97M-V/def2-TZVPD.

Computed properties:
Spin multiplicity: 1
HOMO level (spin up / spin down) (hartree): -0.2948 / -0.2947
Energy above the lowest of the compared OMol25 structures with the same formula, charge and spin (kcal/mol): 180.44
LUMO (spin up / spin down) (eV): 0.3 / 0.3
Charge: 0

```
11
Properties=species:S:1:pos:R:3:forces:R:3:nbo_charge:R:1
C 1.1925 -0.3998 -1.6727 0.0 -0.5 1.2 -0.20
C 0.1375 0.4260 -1.8509 -0.7 1.3 3.4 0.37
C -0.2092 0.0488 0.5234 1.0 0.2 -4.9 0.36
C -1.0429 0.3217 1.6850 3.3 2.8 3.0 -0.75
N 1.6919 -0.7852 -0.5202 1.5 -0.7 -0.2 -0.21
O 0.9128 -0.5565 0.6023 -1.9 0.9 1.5 -0.29
F -0.9621 0.4184 -2.5069 -0.6 -0.4 -0.9 -0.29
H 1.9924 -0.5465 -2.3589 0.1 -0.1 -1.2 0.26
H -1.7794 -0.3692 1.6784 -2.6 -2.3 -0.1 0.25
H -0.3723 0.0796 2.6208 -1.4 0.7 -1.3 0.22
H -1.5611 1.3629 1.7998 1.4 -1.8 -0.6 0.27
```
Positions in Å, forces in eV/Å.


No. 2
Below is C4H4FNOS in the gas phase in a non-equilibrium geometry, with properties calculated with ωB97M-V/def2-TZVPD.

Computed properties:
Spin multiplicity: 1
HOMO level (spin up / spin down) (hartree): -0.2781 / -0.2781
Energy above the lowest of the compared OMol25 structures with the same formula, charge and spin (kcal/mol): 106.93
LUMO (spin up / spin down) (eV): -0.2 / -0.2
Charge: 0

```
12
Properties=species:S:1:pos:R:3:forces:R:3:nbo_charge:R:1
C 0.3760 0.2685 -0.0563 -2.2 1.4 -1.0 0.32
C -1.5979 1.3147 0.6457 1.8 0.2 1.5 0.10
C -1.4604 -1.3847 0.0823 -0.1 2.4 -1.3 0.54
C 1.8623 0.5837 -0.1991 -0.8 -1.9 3.1 -0.72
N -0.0958 -0.9660 -0.0626 2.5 0.7 0.8 -0.63
O -1.8055 -2.5114 0.0338 0.1 -1.2 0.5 -0.51
F -1.9267 2.5602 0.2307 0.0 -1.5 -0.7 -0.36
S -2.5530 -0.0013 -0.0994 -0.8 0.1 -0.4 0.18
H 2.3661 -0.3464 0.2333 0.2 1.1 -0.9 0.19
H 2.1721 1.4553 0.4541 -0.6 -0.9 -1.1 0.26
H 2.0612 0.7340 -1.2425 0.2 0.1 -0.4 0.26
H 0.6017 -1.7066 -0.0200 -0.3 -0.7 -0.1 0.38
```
Positions in Å, forces in eV/Å.


No. 3
Below is C4H4FP in the gas phase in a non-equilibrium geometry, with properties calculated with ωB97M-V/def2-TZVPD.

Computed properties:
Spin multiplicity: 1
HOMO level (spin up / spin down) (hartree): -0.3054 / -0.3169
Energy above the lowest of the compared OMol25 structures with the same formula, charge and spin (kcal/mol): 157.81
LUMO (spin up / spin down) (eV): -1.0 / -0.6
Charge: 0

```
10
Properties=species:S:1:pos:R:3:forces:R:3:nbo_charge:R:1
C -0.8549 -1.2267 0.1447 2.8 3.3 -1.6 -0.28
C 0.5384 -0.9535 -0.3111 -1.1 -1.3 1.1 -0.48
C 1.6426 1.7946 0.4572 -0.9 -0.3 -1.9 -0.67
C -1.2978 0.0521 -0.0737 0.1 0.6 0.8 0.17
F -2.4953 0.5384 0.2116 -0.1 0.1 0.0 -0.31
P 0.4288 0.8386 -0.3601 -0.5 -0.4 -1.5 1.00
H -1.4081 -1.9957 0.5741 -0.5 -1.6 0.3 0.23
H 1.3909 -1.6036 -0.3116 0.2 -0.2 0.0 0.23
H 1.6656 1.3894 1.4248 0.1 -0.3 2.0 0.13
H 0.3899 1.1664 -1.7559 0.0 0.1 0.8 -0.03
```
Positions in Å, forces in eV/Å.


No. 4
Below is a molecular structure, C4H4FeO2 in a non-equilibrium geometry, with properties calculated with ωB97M-V/def2-TZVPD.

Computed properties:
Spin multiplicity: 7
HOMO level (spin up / spin down) (hartree): -0.9324 / -1.1849
⟨S²⟩: 12.0170
Energy above the lowest of the compared OMol25 structures with the same formula, charge and spin (kcal/mol): 0.08
LUMO (spin up / spin down) (eV): -20.7 / -23.3
Charge: +4

```
11
Properties=species:S:1:pos:R:3:forces:R:3:mulliken_spin:R:1
H 0.2499 -1.9232 -2.2278 0.1 -0.4 -0.2 0.76
O 0.2582 -0.0949 -2.7230 -0.1 1.6 1.5 -0.07
C 0.0641 0.5975 -1.8495 0.1 -1.8 -2.3 0.17
C -0.4038 1.0348 -0.5431 -0.6 0.5 -0.5 0.13
C 0.4961 0.5615 0.5646 0.7 2.4 -1.9 0.41
C 0.1996 -0.3913 1.4028 -0.7 -3.6 2.7 0.33
O 0.0231 -1.2950 2.1266 0.7 3.0 -2.8 0.26
Fe -0.4685 -2.3367 3.5839 -0.9 -2.5 3.2 3.96
H -1.4448 0.6763 -0.4686 0.0 0.0 -0.1 0.01
H -0.4434 2.1370 -0.5998 0.1 0.5 0.5 0.03
H 1.4694 1.0340 0.7339 0.6 0.3 0.0 0.02
```
Positions in Å, forces in eV/Å.


No. 5
Below is a molecular structure, C4H4FeO6 in a non-equilibrium geometry, with properties calculated with ωB97M-V/def2-TZVPD.

Computed properties:
Spin multiplicity: 7
HOMO level (spin up / spin down) (hartree): -0.6391 / -0.7230
⟨S²⟩: 12.0206
Energy above the lowest of the compared OMol25 structures with the same formula, charge and spin (kcal/mol): 0.00
LUMO (spin up / spin down) (eV): -9.5 / -12.6
Charge: +2

```
15
Properties=species:S:1:pos:R:3:forces:R:3:mulliken_spin:R:1
O 3.2350 -0.6720 -0.3899 -0.1 -0.1 -0.1 0.13
C 2.2748 0.0157 0.0559 -1.0 -0.8 -0.4 -0.01
O 2.4807 1.1798 0.5046 -0.6 0.6 0.5 0.12
O 1.0669 -0.5169 0.0191 0.1 0.2 0.1 0.04
O -0.8036 -1.0409 1.0862 -0.4 0.6 0.4 0.12
C -1.7953 -1.1086 0.1000 0.2 0.9 1.0 0.18
C 0.0807 -0.0401 0.8697 0.6 -1.0 0.0 0.75
Fe 4.3124 0.8309 0.1357 2.0 0.5 -0.1 3.78
H -2.7518 -1.3647 0.5666 0.2 -0.1 -0.3 0.00
H -1.4776 -1.7095 -0.7632 -0.3 0.5 -0.2 0.03
H 0.4160 0.5662 1.7146 -0.3 -0.1 -0.1 0.02
C -1.8186 0.4859 -0.4131 -0.6 -1.2 -2.3 -0.03
O -2.4433 1.3472 0.1525 -0.1 0.0 0.9 0.76
H -1.3507 1.4752 -1.9614 -0.2 0.4 -0.4 0.00
O -1.4257 0.5519 -1.6774 0.5 -0.2 1.1 0.11
```
Positions in Å, forces in eV/Å.


No. 6
Below is 2 unconnected molecules or ions with the total composition C4H4I2Si in a non-equilibrium geometry, with properties calculated with ωB97M-V/def2-TZVPD.

Computed properties:
Spin multiplicity: 1
HOMO level (spin up / spin down) (hartree): -0.3158 / -0.2875
Energy above the lowest of the compared OMol25 structures with the same formula, charge and spin (kcal/mol): 76.68
LUMO (spin up / spin down) (eV): -1.6 / -3.2
Charge: 0

```
11
Properties=species:S:1:pos:R:3:forces:R:3:nbo_charge:R:1
C 0.6701 0.7002 0.7131 -1.1 -3.0 -1.5 -0.20
C 0.5060 -0.7172 0.9210 -0.9 -1.0 -3.3 -0.26
C 0.3594 1.1796 -0.4854 0.1 2.2 -1.1 -0.70
C 0.1204 -1.4502 -0.1689 -0.1 0.9 -1.1 -0.65
Si -0.1697 -0.2059 -1.5783 0.1 0.4 1.2 1.10
I -0.3675 -3.4695 -0.0915 0.1 0.2 0.0 0.18
I -3.3434 1.8515 1.1201 0.1 -0.1 -0.1 -0.02
H 1.0088 1.2492 1.4608 1.4 2.6 3.3 0.20
H 0.6299 -1.3348 1.7245 0.6 -0.6 2.9 0.22
H 0.5243 2.2863 -0.5669 -0.4 -1.2 -0.6 0.24
H 0.0615 -0.0893 -3.0485 0.0 -0.5 0.4 -0.13
```
Positions in Å, forces in eV/Å.


No. 7
Below is a molecular structure, C4H4IN in a non-equilibrium geometry, with properties calculated with ωB97M-V/def2-TZVPD.

Computed properties:
Spin multiplicity: 1
HOMO level (spin up / spin down) (hartree): -0.3458 / -0.2987
Energy above the lowest of the compared OMol25 structures with the same formula, charge and spin (kcal/mol): 177.53
LUMO (spin up / spin down) (eV): -0.8 / -2.5
Charge: 0

```
10
Properties=species:S:1:pos:R:3:forces:R:3:nbo_charge:R:1
C 1.3093 -0.0439 -0.3363 2.1 0.4 1.3 0.08
C 2.0074 -0.0833 0.8328 0.5 -0.4 -0.7 0.15
C 0.1487 -0.3600 -1.0820 -2.3 -0.8 -4.5 -0.51
C -0.5897 -0.4598 0.1869 -3.5 0.0 2.4 -0.23
N 0.5768 0.0343 0.9381 -0.8 1.5 1.8 -0.31
I -0.7244 2.6266 1.8731 0.3 -0.4 -0.2 -0.21
H -0.3325 0.5123 -1.5088 0.5 0.7 -0.5 0.27
H 0.1646 -1.0723 -1.9768 0.2 0.5 1.7 0.26
H -1.5386 0.1804 0.4246 2.1 -0.3 -1.1 0.26
H -1.0217 -1.3344 0.6484 0.8 -1.3 -0.2 0.24
```
Positions in Å, forces in eV/Å.


No. 8
Below is a gas-phase ion, C4H4IN2 (charge +1) in a non-equilibrium geometry, with properties calculated with ωB97M-V/def2-TZVPD.

Computed properties:
Spin multiplicity: 1
HOMO level (hartree): -0.4660
Energy above the lowest of the compared OMol25 structures with the same formula, charge and spin (kcal/mol): 20.81
LUMO (eV): -5.5
Charge: +1

```
11
Properties=species:S:1:pos:R:3:forces:R:3:nbo_charge:R:1
C 0.3461 -0.0920 2.3680 0.8 0.4 -2.4 -0.18
C 0.2906 0.0446 0.7665 1.4 0.0 1.3 -0.04
C -1.0981 -0.2905 -0.9540 -1.3 -0.5 0.3 0.23
C 0.9276 0.3897 -0.4796 0.9 -0.2 2.5 0.01
N 0.0530 0.1660 -1.4621 -1.7 -0.2 -0.3 -0.45
N -0.9358 -0.3880 0.3771 -1.6 0.1 -3.4 -0.44
I 2.1721 0.2670 3.2100 -0.5 0.0 -0.5 0.38
H -2.0796 -0.5200 -1.4745 1.7 0.4 0.6 0.27
H 1.9270 0.7069 -0.7759 -0.3 0.0 0.7 0.27
H 0.1549 0.4276 -2.4302 0.3 -0.1 -0.2 0.46
H -1.7577 -0.7113 0.8547 0.3 0.0 1.3 0.47
```
Positions in Å, forces in eV/Å.


No. 9
Below is a molecular structure, C4H4INO in a non-equilibrium geometry, with properties calculated with ωB97M-V/def2-TZVPD.

Computed properties:
Spin multiplicity: 1
HOMO level (hartree): -0.3412
Energy above the lowest of the compared OMol25 structures with the same formula, charge and spin (kcal/mol): 35.03
LUMO (eV): -0.5
Charge: 0

```
11
Properties=species:S:1:pos:R:3:forces:R:3:nbo_charge:R:1
C 0.4454 -2.5003 -0.5069 0.6 1.3 1.4 -0.18
C 0.6454 -1.5249 0.1603 -0.9 -1.0 -0.9 -0.02
C -0.5100 1.8810 -0.2531 1.5 -0.7 0.0 0.52
C 0.6263 -0.1605 0.4974 2.5 3.4 0.9 -0.34
N -0.5573 0.5793 0.2128 -1.1 0.9 -1.0 -0.59
O 0.4628 2.5827 -0.4351 -0.2 -0.8 0.4 -0.58
I -2.4251 -0.1371 0.4725 0.0 -0.4 0.2 0.35
H 0.5312 -3.3771 -1.0083 -0.2 -2.1 -1.2 0.22
H -1.4905 2.1482 -0.4995 -1.8 1.1 -0.4 0.11
H 1.4108 0.3548 -0.1862 -0.9 -0.7 1.3 0.27
H 0.8610 0.1539 1.5459 0.5 -1.0 -0.6 0.23
```
Positions in Å, forces in eV/Å.


No. 10
Below is a molecular structure, C4H4KLi2O5 in a non-equilibrium geometry, with properties calculated with ωB97M-V/def2-TZVPD.

Computed properties:
Spin multiplicity: 1
HOMO level (hartree): -0.4009
Energy above the lowest of the compared OMol25 structures with the same formula, charge and spin (kcal/mol): 0.63
LUMO (eV): -3.8
Charge: +1

```
16
Properties=species:S:1:pos:R:3:forces:R:3:nbo_charge:R:1
O -3.8933 0.5296 0.4733 0.2 0.1 0.3 -0.81
C -2.8437 0.0497 0.9654 -0.5 -0.6 0.1 0.95
O -2.8310 -0.9278 1.7513 -0.4 -0.7 0.3 -0.85
Li -4.7845 -0.8699 1.5422 0.7 0.4 -0.2 0.96
O -1.6519 0.5813 0.6377 0.3 0.8 -1.0 -0.53
C -0.5735 -0.3084 0.3957 -0.1 -0.2 0.5 -0.07
C 0.4635 0.4643 -0.3934 -0.4 0.6 0.1 -0.11
H -0.9165 -1.1803 -0.1785 0.0 0.1 0.1 0.17
H -0.1485 -0.6680 1.3428 -0.1 0.1 -0.2 0.19
H 0.0887 0.7114 -1.3954 0.2 0.0 0.3 0.20
H 0.7621 1.3884 0.1185 -0.2 -0.3 -0.2 0.21
O 1.6019 -0.3960 -0.4964 -0.5 -1.2 0.2 -0.65
C 2.8363 0.0812 -0.8276 1.5 1.2 -1.0 0.20
O 2.9367 1.2901 -1.0558 0.4 -1.1 0.2 -0.73
K 6.1836 1.2801 -1.9533 -0.6 0.0 0.2 0.99
Li 2.7701 -2.0255 -0.9267 -0.3 0.7 0.3 0.88
```
Positions in Å, forces in eV/Å.